1.
{"formula": "C23H40ClF3N2O5S", "method": "ωB97M-V/def2-TZVPD", "e_homo_ha": -0.287, "lumo_ev": -2.69, "gap_ev": 5.12, "elements": ["C", "C", "C", "C", "C", "C", "C", "C", "C", "C", "C", "C", "N", "C", "C", "C", "C", "C", "O", "C", "O", "C", "C", "C", "C", "Cl", "N", "H", "H", "H", "H", "H", "H", "H", "H", "H", "H", "H", "H", "H", "H", "H", "H", "H", "H", "H", "H", "H", "H", "H", "H", "H", "H", "H", "H", "H", "H", "H", "H", "H", "H", "H", "H", "H", "H", "H", "H", "C", "F", "F", "F", "S", "O", "O", "O"], "coordinates": [[4.03459, -3.13486, 0.75213], [4.19201, -1.86850, -0.23573], [3.08674, -1.89238, -1.42556], [1.68478, -1.51899, -0.74383], [0.67819, -0.91587, -1.87503], [-0.35378, -2.08428, -2.23116], [-1.82516, -1.88823, -1.63902], [-1.88848, -1.24849, -0.18492], [-1.66060, -2.28849, 1.01186], [-1.59061, -1.49894, 2.42127], [-0.10568, -1.37985, 2.99607], [0.15572, -0.03490, 3.81749], [0.15445, 1.09740, 2.80254], [1.21180, 1.11975, 1.91454], [1.33865, 2.14189, 0.80614], [2.50369, 2.21845, -0.25600], [3.87472, 2.48572, 0.57480], [5.11268, 1.59011, 0.00952], [5.73062, 0.78663, 1.03498], [0.14534, 3.09562, 0.82995], [-0.04354, 4.12658, -0.09168], [-0.50746, 3.53520, -1.36927], [-2.10495, 3.41625, -1.46458], [-2.67995, 2.06800, -0.76310], [-0.83639, 2.85722, 1.94043], [-2.23461, 4.04321, 2.01147], [-0.88565, 1.89950, 2.93070], [4.39438, -2.77931, 1.78169], [4.69920, -3.95256, 0.33750], [2.94815, -3.46839, 0.77099], [5.20871, -1.80848, -0.73109], [3.93078, -0.93753, 0.37933], [2.99011, -2.92261, -1.89321], [3.40357, -1.08956, -2.17038], [1.83185, -0.70132, 0.03502], [1.21037, -2.44714, -0.30240], [0.19468, 0.05726, -1.54984], [1.35608, -0.69632, -2.77482], [0.07412, -3.12254, -1.99227], [-0.46405, -2.07689, -3.37584], [-2.48448, -1.31529, -2.36602], [-2.27385, -2.94145, -1.54193], [-1.21632, -0.34510, -0.02632], [-2.96449, -0.86406, -0.05482], [-0.71684, -2.90931, 0.90178], [-2.57107, -2.97913, 1.08873], [-2.09988, -0.47150, 2.33658], [-2.20403, -2.05707, 3.21604], [0.63442, -1.52560, 2.13856], [0.08108, -2.24562, 3.71663], [-0.67761, 0.07784, 4.57595], [1.18607, -0.07407, 4.29281], [2.02989, 0.33844, 2.00696], [2.33904, 3.10383, -0.94647], [2.57400, 1.23217, -0.83589], [3.76916, 2.16872, 1.67471], [4.15838, 3.58571, 0.60260], [4.69548, 0.90339, -0.79466], [5.89135, 2.32027, -0.37464], [5.05146, 0.40360, 1.62536], [-0.09604, 4.15769, -2.23781], [-0.08734, 2.48414, -1.52198], [-2.65250, 4.33565, -1.09048], [-2.34866, 3.31168, -2.57477], [-3.45854, 2.41293, -0.00774], [-3.23760, 1.41366, -1.51503], [-1.86877, 1.48241, -0.23205], [-6.80923, -0.30542, -1.30405], [-7.24780, 0.74848, -2.02965], [-6.16639, 0.22076, -0.23129], [-7.91542, -0.90890, -0.81678], [-5.73561, -1.45936, -2.28964], [-4.60526, -0.64282, -2.72966], [-6.57829, -1.91968, -3.38346], [-5.35940, -2.51938, -1.36024]], "lowdin_charge": [-0.10, -0.25, -0.19, -0.22, -0.19, -0.20, -0.18, -0.21, -0.18, -0.19, -0.18, -0.09, -0.13, 0.06, -0.02, -0.10, -0.13, -0.23, -0.11, -0.16, -0.09, -0.16, -0.19, -0.10, -0.45, 0.69, 0.14, 0.07, 0.08, 0.07, 0.11, 0.06, 0.12, 0.10, 0.06, 0.09, 0.08, 0.10, 0.11, 0.11, 0.09, 0.13, 0.06, 0.12, 0.10, 0.13, 0.11, 0.12, 0.09, 0.13, 0.14, 0.13, 0.15, 0.13, 0.11, 0.11, 0.12, 0.10, 0.13, 0.07, 0.14, 0.11, 0.11, 0.12, 0.06, 0.09, 0.03, -0.63, 0.10, 0.08, 0.10, 0.46, -0.37, -0.33, -0.35]}


2.
{"formula": "C23H24N4O3", "method": "ωB97M-V/def2-TZVPD", "e_homo_ha": -0.312, "smiles": "CCOC(=O)C1=C(Cn2cnc3ccccc32)NC(=O)N[C@H]1c1cc(C)ccc1C", "de_lowest_kj_mol": 0.0, "lumo_ev": 0.43, "gap_ev": 8.93, "elements": ["C", "C", "O", "C", "O", "C", "C", "C", "N", "C", "N", "C", "C", "C", "C", "C", "C", "N", "C", "O", "N", "C", "C", "C", "C", "C", "C", "C", "C", "C", "H", "H", "H", "H", "H", "H", "H", "H", "H", "H", "H", "H", "H", "H", "H", "H", "H", "H", "H", "H", "H", "H", "H", "H"], "coordinates": [[-1.66500, -3.51190, 0.50756], [-0.59638, -2.91554, -0.38909], [-0.40434, -1.55090, -0.01568], [0.17758, -0.75761, -0.91703], [0.55513, -1.14495, -2.00135], [0.26349, 0.63350, -0.44670], [1.16599, 1.50368, -0.94310], [2.26776, 1.10883, -1.89771], [3.12483, 0.11534, -1.30886], [3.39379, -1.13399, -1.78872], [4.16776, -1.83713, -1.02710], [4.44975, -1.03319, 0.05015], [5.23563, -1.27327, 1.17110], [5.34413, -0.26494, 2.10539], [4.69202, 0.95816, 1.94059], [3.90717, 1.21877, 0.83484], [3.79192, 0.21005, -0.10880], [1.16512, 2.81400, -0.53723], [0.21953, 3.36798, 0.32155], [0.21849, 4.55451, 0.55828], [-0.65754, 2.49048, 0.84116], [-0.72572, 1.05365, 0.61593], [-2.14941, 0.64902, 0.27386], [-2.85113, -0.10680, 1.20412], [-4.15143, -0.53104, 0.97894], [-4.88988, -1.34000, 2.00159], [-4.75711, -0.16984, -0.21709], [-4.07366, 0.59309, -1.14293], [-2.76802, 1.01771, -0.92268], [-2.08081, 1.83260, -1.97744], [-1.82239, -4.55331, 0.24290], [-1.35521, -3.45260, 1.54726], [-2.59715, -2.96579, 0.38889], [-0.89084, -2.95351, -1.44341], [0.35784, -3.44371, -0.27986], [2.85740, 1.99580, -2.16342], [1.83645, 0.67820, -2.80491], [2.98152, -1.47928, -2.71635], [5.73895, -2.21887, 1.29199], [5.94795, -0.41851, 2.98754], [4.80539, 1.72076, 2.69682], [3.40925, 2.16982, 0.72232], [1.83586, 3.46492, -0.91959], [-1.35224, 2.88006, 1.46021], [-0.45416, 0.54050, 1.55454], [-2.36027, -0.38568, 2.12606], [-5.50745, -2.09700, 1.52259], [-5.54716, -0.69379, 2.58411], [-4.19986, -1.82767, 2.68570], [-5.76892, -0.48749, -0.42366], [-4.56294, 0.86610, -2.06695], [-1.32386, 1.23575, -2.48569], [-2.80218, 2.16737, -2.71926], [-1.59564, 2.70770, -1.55137]], "lowdin_charge": [-0.05, -0.20, 0.01, -0.44, 0.09, -0.04, -0.16, -0.04, -0.01, -0.14, 0.13, -0.24, -0.02, -0.10, -0.10, -0.02, -0.16, 0.16, -0.55, 0.07, 0.16, -0.18, -0.14, 0.00, -0.29, -0.05, -0.04, -0.03, -0.20, -0.01, 0.08, 0.08, 0.07, 0.13, 0.13, 0.14, 0.14, 0.13, 0.11, 0.10, 0.10, 0.10, 0.16, 0.17, 0.15, 0.12, 0.08, 0.08, 0.07, 0.11, 0.11, 0.09, 0.08, 0.08]}


3.
{"formula": "C14H18BiCl2N2", "method": "ωB97M-V/def2-TZVPD", "e_homo_ha": [-0.123, -0.123], "de_lowest_kj_mol": 110.5, "lumo_ev": [2.83, 2.83], "total_charge": -1, "gap_ev": [6.18, 6.18], "elements": ["Bi", "Cl", "Cl", "C", "H", "H", "C", "C", "H", "C", "H", "C", "H", "H", "C", "H", "H", "C", "H", "H", "H", "H", "N", "C", "N", "C", "C", "C", "C", "C", "C", "H", "H", "H", "H", "H", "H"], "coordinates": [[1.22688, -0.16245, -0.45002], [-0.42891, -2.23565, -0.90079], [1.57706, 2.41355, 0.13033], [3.04180, -0.80098, -1.10837], [3.72257, 0.06989, -1.26362], [2.93210, -1.50501, -1.95280], [-0.49676, 1.28400, -1.95074], [0.64584, 0.80274, -2.43223], [-0.47090, 2.30708, -1.55043], [0.60537, -0.42209, -3.38486], [1.69637, 1.13102, -2.23145], [-0.66574, -0.32233, -4.20080], [1.49544, -0.49716, -4.02269], [0.56511, -1.39374, -2.84588], [-1.93632, -0.29055, -3.37893], [-0.61589, 0.61115, -4.76205], [-0.72078, -1.14007, -4.91582], [-1.84280, 0.66183, -2.18764], [-2.76335, 0.02473, -4.02261], [-2.21556, -1.27377, -3.00387], [-2.49936, 1.51787, -2.35365], [-2.26848, 0.14487, -1.31546], [-1.13612, -1.89700, 3.84072], [-0.62886, -1.86353, 2.55713], [-0.14725, -0.63378, 2.28693], [-0.39176, 0.16569, 3.39847], [-0.20272, 1.53913, 3.62280], [-0.59085, 2.06728, 4.86010], [-1.15509, 1.26078, 5.86599], [-1.36775, -0.11967, 5.63651], [-0.99194, -0.62355, 4.41241], [-1.53104, -2.71790, 4.28905], [-0.64264, -2.72220, 1.91461], [0.23083, 2.12214, 2.81276], [-0.45824, 3.13765, 5.06487], [-1.42592, 1.70005, 6.81968], [-1.81275, -0.79021, 6.37857]], "lowdin_charge": [1.11, -0.19, -0.26, -0.52, -0.09, -0.10, -0.24, -0.44, 0.07, -0.27, 0.04, -0.23, 0.11, 0.00, -0.23, 0.11, 0.11, -0.20, 0.10, 0.08, 0.10, 0.10, 0.08, -0.15, 0.04, -0.23, -0.01, -0.11, -0.11, -0.05, -0.22, 0.15, 0.07, 0.07, 0.10, 0.09, 0.10]}


4.
{"formula": "C6H11NO", "method": "ωB97M-V/def2-TZVPD", "e_homo_ha": -0.295, "smiles": "Cc1c[nH]c(C)c1.O", "de_lowest_kj_mol": 162.3, "lumo_ev": 0.79, "gap_ev": 8.81, "elements": ["C", "C", "C", "N", "C", "C", "C", "H", "H", "H", "H", "H", "H", "H", "H", "H", "O", "H", "H"], "coordinates": [[-0.62777, -2.63815, 0.18312], [-0.38998, -1.23076, 0.56993], [0.48700, -0.70448, 1.47719], [0.46487, 0.67953, 1.40720], [-0.30966, 0.94981, 0.33906], [-0.45644, 2.33990, -0.12895], [-0.89103, -0.14868, -0.27529], [-0.79310, -2.61575, -0.89331], [0.09390, -3.45541, 0.35816], [-1.54477, -3.05335, 0.63114], [1.13733, -1.34322, 2.05277], [0.95181, 1.25523, 2.05978], [-1.30087, 2.84192, 0.47151], [0.41348, 2.98802, -0.23697], [-1.25859, 2.35945, -0.88245], [-1.49676, -0.13127, -1.16470], [2.10313, 0.73119, -2.23442], [1.18786, 0.49343, -2.43746], [2.22961, 0.68260, -1.29630]], "lowdin_charge": [-0.08, -0.30, -0.09, 0.08, -0.41, -0.06, 0.00, 0.07, 0.08, 0.08, 0.11, 0.15, 0.10, 0.08, 0.08, 0.11, -0.05, 0.03, 0.01]}


Number 4 is which compound?
C6H11NO